Record 1
The following is a DFT calculation (ωB97M-V with the def2-TZVPD basis set) of one molecule with the formula C13H18Si at a distorted geometry.

Results
- Kohn-Sham gap (eV) = 8.937
- energy above the lowest of the compared OMol25 structures with the same formula, charge and spin (kJ/mol) = 188.73
- net charge = 0
- highest occupied orbital energy (eV) = -8.1
- structure (SMILES) = C[Si](C)(C)C1(C2=CC=CC2)C=CC=C1
- E (eV) = -21648.29778

Geometry as XYZ:
```
32
C13H18Si | OMol25 | ωB97M-V with the def2-TZVPD basis set
C 0.587 1.890 -1.522
Si 0.228 0.094 -1.167
C -1.598 -0.136 -1.528
C 1.212 -0.904 -2.538
C 0.583 -0.310 0.648
C -0.275 0.542 1.602
C -1.118 1.506 1.276
C -1.886 1.893 2.438
C -1.357 1.230 3.517
C -0.276 0.341 3.119
C 0.365 -1.799 0.781
C 1.580 -2.409 0.732
C 2.675 -1.456 0.761
C 2.081 -0.222 0.779
H -0.388 2.246 -1.874
H 0.866 2.695 -0.781
H 1.230 1.982 -2.374
H -1.886 -1.159 -1.346
H -2.078 0.527 -0.903
H -1.864 0.097 -2.485
H 1.570 -1.837 -2.167
H 0.652 -0.988 -3.415
H 2.162 -0.340 -2.666
H -1.407 2.025 0.313
H -2.788 2.545 2.515
H -1.599 1.356 4.525
H 0.711 0.661 3.394
H -0.304 -0.665 3.484
H -0.624 -2.108 0.956
H 1.777 -3.512 0.855
H 3.677 -1.831 0.479
H 2.566 0.742 1.157
```

=====

Record 2
The following is a DFT calculation (ωB97M-V with the def2-TZVPD basis set) of one molecule with the formula C4H4BrClN2 at a distorted geometry.

Results
- Kohn-Sham gap (eV) = 8.280
- energy above the lowest of the compared OMol25 structures with the same formula, charge and spin (kJ/mol) = 227.56
- net charge = 0
- highest occupied orbital energy (eV) = -8.0
- E (eV) = -89754.80115

Geometry as XYZ:
```
12
C4H4BrClN2 | OMol25 | ωB97M-V with the def2-TZVPD basis set
C -1.383 -1.236 0.326
C -0.513 -1.606 -0.689
C -0.029 0.534 0.597
C 0.774 1.707 0.715
N -1.034 -0.083 0.919
N 0.491 -0.779 -0.869
Cl 0.354 2.960 -0.546
Br 1.827 -0.907 -2.094
H -2.249 -1.773 0.658
H -0.661 -2.498 -1.277
H 1.837 1.497 0.580
H 0.587 2.184 1.681
```

=====

Record 3
The following is a DFT calculation (ωB97M-V with the def2-TZVPD basis set) of C31H44CuN4P2 as an isolated structure at a distorted geometry.

Results
- Kohn-Sham gap (spin up / spin down) (eV) = 5.850 / 7.635
- 2S+1 = 2
- net charge = 0
- highest occupied orbital energy (spin up / spin down) (eV) = -5.7 / -7.7
- E (eV) = -102033.04340

Geometry as XYZ:
```
82
C31H44CuN4P2 | OMol25 | ωB97M-V with the def2-TZVPD basis set
Cu 0.173 0.456 1.943
C -1.630 1.558 -4.360
C -1.826 0.240 -4.234
C -0.906 -0.792 -4.837
C 0.598 -0.423 -4.830
C 1.144 0.384 -3.680
C 1.154 1.722 -3.675
C 0.745 2.463 -4.911
C -0.709 2.197 -5.371
C 1.726 0.726 3.219
H -2.204 2.260 -3.747
H -2.752 -0.187 -3.844
H -1.180 -0.973 -5.906
H -1.064 -1.757 -4.321
H 1.151 -1.379 -4.801
H 0.811 0.047 -5.802
H 1.769 -0.220 -3.007
H 1.569 2.335 -2.861
H 1.404 2.178 -5.748
H 0.872 3.538 -4.774
H -1.141 3.176 -5.633
H -0.686 1.620 -6.307
H 1.302 1.323 4.030
H 2.616 1.243 2.864
H 1.968 -0.284 3.580
P 1.783 -0.398 0.694
P -1.175 -0.815 0.673
N 2.832 0.852 0.093
N 2.931 -1.599 1.216
N -2.045 0.486 -0.152
N -2.496 -1.833 1.081
C 1.098 -1.106 -0.812
C -0.322 -1.683 -0.685
C 2.880 2.166 0.580
C 3.957 2.823 -0.003
C 4.577 1.895 -0.910
C 3.868 0.703 -0.838
C 3.878 -1.430 2.243
C 4.520 -2.634 2.468
C 3.976 -3.587 1.539
C 2.988 -2.943 0.823
C -1.922 1.850 0.139
C -2.642 2.571 -0.805
C -3.275 1.623 -1.667
C -2.855 0.365 -1.273
C -3.719 -2.126 0.447
C -4.500 -2.887 1.300
C -3.736 -3.116 2.490
C -2.516 -2.480 2.332
H 1.797 -1.842 -1.230
H 1.044 -0.267 -1.514
H -0.892 -1.570 -1.627
H -0.279 -2.766 -0.469
H 2.167 2.491 1.316
H 4.273 3.832 0.207
H 5.447 2.083 -1.523
H 4.013 -0.236 -1.348
H 3.980 -0.473 2.729
H 5.294 -2.818 3.206
H 4.299 -4.612 1.396
H 2.312 -3.308 0.065
H -1.345 2.186 0.997
H -2.693 3.643 -0.899
H -3.906 1.827 -2.518
H -3.012 -0.604 -1.738
H -3.921 -1.772 -0.548
H -5.509 -3.231 1.098
H -4.047 -3.671 3.365
H -1.637 -2.447 2.961
C -0.463 -0.301 5.336
C -1.624 0.111 4.436
C -2.768 0.666 5.285
C -1.197 1.096 3.368
H 0.036 0.588 5.740
H 0.277 -0.879 4.775
H -0.819 -0.906 6.178
H -1.990 -0.774 3.899
H -2.467 1.603 5.771
H -3.654 0.861 4.672
H -3.035 -0.056 6.059
H -2.055 1.472 2.809
H -0.612 1.923 3.786
```

=====

Record 4
The following is a DFT calculation (ωB97M-V with the def2-TZVPD basis set) of a 7-piece molecular cluster, C31H72F12N5O3P2 overall at a distorted geometry.

Results
- Kohn-Sham gap (eV) = 9.641
- energy above the lowest of the compared OMol25 structures with the same formula, charge and spin (kJ/mol) = 176.49
- net charge = +3
- highest occupied orbital energy (eV) = -16.2
- E (eV) = -98082.36656

Geometry as XYZ:
```
125
C31H72F12N5O3P2 | OMol25 | ωB97M-V with the def2-TZVPD basis set
C 26.591 -19.603 -12.434
C 25.923 -19.201 -11.168
O 26.286 -18.296 -10.506
N 24.779 -20.097 -10.564
H 24.744 -20.904 -11.171
H 25.059 -20.422 -9.650
C 23.428 -19.428 -10.448
H 27.589 -19.170 -12.498
H 25.970 -19.121 -13.189
H 26.776 -20.631 -12.744
H 22.640 -20.025 -9.988
H 23.019 -19.074 -11.394
H 23.632 -18.548 -9.837
C 12.990 -18.391 -8.603
C 14.349 -17.878 -8.317
O 14.748 -17.639 -7.170
N 15.326 -17.891 -9.413
H 16.021 -18.622 -9.367
H 14.899 -18.209 -10.271
C 15.987 -16.520 -9.744
H 12.194 -18.066 -7.933
H 12.968 -19.480 -8.648
H 12.667 -18.080 -9.597
H 15.224 -15.744 -9.800
H 16.509 -16.572 -10.699
H 16.711 -16.280 -8.965
C 18.293 -20.458 -13.908
C 19.118 -21.358 -13.053
O 20.261 -21.572 -13.273
N 18.403 -21.911 -11.783
H 18.131 -21.165 -11.159
H 17.505 -22.332 -11.975
C 19.292 -22.850 -10.944
H 17.326 -20.961 -13.933
H 18.753 -20.395 -14.894
H 18.120 -19.565 -13.307
H 20.055 -22.253 -10.445
H 19.754 -23.617 -11.567
H 18.563 -23.302 -10.272
C 18.757 -17.492 -5.773
C 18.769 -18.517 -4.576
C 17.464 -19.276 -4.435
C 16.283 -18.421 -3.969
N 14.996 -19.195 -3.622
C 14.611 -20.205 -4.795
C 13.071 -20.268 -4.965
C 12.486 -19.287 -4.026
C 13.646 -18.281 -3.701
C 15.139 -19.955 -2.220
C 15.114 -18.990 -1.041
C 15.584 -19.839 0.206
H 19.618 -17.609 -6.432
H 18.875 -16.464 -5.431
H 17.960 -17.632 -6.503
H 19.075 -17.945 -3.700
H 19.574 -19.224 -4.775
H 17.570 -20.151 -3.794
H 17.168 -19.704 -5.393
H 16.028 -17.746 -4.787
H 16.664 -17.900 -3.091
H 15.020 -21.201 -4.626
H 15.007 -19.739 -5.698
H 12.711 -21.296 -4.992
H 12.831 -19.876 -5.953
H 12.171 -19.841 -3.142
H 11.615 -18.822 -4.489
H 13.408 -17.748 -2.780
H 13.834 -17.595 -4.527
H 16.101 -20.453 -2.348
H 14.372 -20.729 -2.239
H 14.116 -18.612 -0.821
H 15.757 -18.111 -1.080
H 15.172 -20.848 0.207
H 15.265 -19.510 1.195
H 16.662 -19.970 0.302
C 15.208 -10.472 -17.876
C 14.826 -11.382 -16.731
C 16.073 -12.226 -16.312
C 15.710 -13.452 -15.475
N 16.847 -14.317 -14.999
C 17.641 -14.876 -16.227
C 18.504 -16.049 -15.668
C 17.626 -16.617 -14.595
C 16.327 -15.651 -14.540
C 17.801 -13.618 -13.998
C 17.034 -12.924 -12.773
C 18.097 -12.427 -11.702
H 14.318 -9.895 -18.127
H 15.636 -11.026 -18.710
H 16.031 -9.813 -17.597
H 14.051 -12.025 -17.148
H 14.246 -10.907 -15.940
H 16.721 -11.572 -15.729
H 16.660 -12.355 -17.222
H 15.051 -14.118 -16.033
H 15.063 -13.288 -14.614
H 18.157 -13.979 -16.569
H 16.859 -15.147 -16.937
H 19.450 -15.581 -15.395
H 18.813 -16.735 -16.457
H 18.057 -16.719 -13.599
H 17.318 -17.630 -14.855
H 15.934 -15.639 -13.524
H 15.555 -16.079 -15.179
H 18.304 -12.859 -14.598
H 18.502 -14.375 -13.646
H 16.159 -13.395 -12.324
H 16.630 -12.004 -13.196
H 17.764 -11.785 -10.886
H 18.816 -11.776 -12.198
H 18.624 -13.234 -11.192
P 19.700 -17.638 -10.561
F 20.457 -19.124 -10.429
F 21.025 -16.920 -10.127
F 20.154 -17.640 -12.163
F 18.888 -16.211 -10.723
F 18.331 -18.485 -11.057
F 19.123 -17.792 -9.038
P 14.609 -19.299 -12.689
F 13.327 -18.982 -13.722
F 14.346 -20.925 -12.700
F 15.712 -19.366 -13.958
F 15.836 -19.499 -11.608
F 14.971 -17.693 -12.542
F 13.635 -19.234 -11.352
```

=====

Which formula does entry 4 have?
C31H72F12N5O3P2

=====

Which of these has the highest net charge?
C31H72F12N5O3P2

=====

Which of these has the highest net charge?
C31H72F12N5O3P2